C42H44AsFN6O2PbS4SbSi | ωB97M-V/def2-TZVPD

ΔE to the lowest compared entry with this formula, charge and spin in kJ/mol: 11.8
Lowest unoccupied orbital energy (spin up / spin down) in Ha: 0.1443 / 0.1388
Charge: -2
E_tot in Eh: -6757.082036
E_HOMO (spin up / spin down) in eV: -1.74 / -2.08
Multiplicity: 2
Frontier orbital gap (spin up / spin down) in eV: 5.7 / 5.9

Atoms and positions in Å:
Pb 1.31972 -1.23824 -0.57733
Sb 3.98622 -2.92040 1.07905
As -1.20533 1.90722 1.06991
S 2.37119 -3.77729 -0.46132
S 2.98519 -0.89849 1.74971
S 6.13867 -2.77307 0.34302
S 3.45217 0.76438 -2.30872
Si 0.33597 -2.99055 -3.84483
F -1.69110 -0.43682 -0.83688
O 3.72827 -0.46649 -1.58240
O 3.83292 0.81644 -3.69467
N -0.06434 2.12207 -2.00030
N 1.41224 2.43119 -3.84514
N 6.09748 5.17724 0.66098
N -0.46829 -2.22156 -2.56083
N -0.60064 -1.67358 1.44624
N 1.94173 1.08123 -1.95421
C -4.68639 -2.07043 -2.04687
C 0.99908 0.92565 4.41857
C -1.80699 -2.20637 -2.41444
C 2.25484 1.48188 4.21366
C 5.48579 4.12623 -0.05047
C -1.01895 -4.52228 3.30063
C -4.11040 -3.01573 -2.88747
C -1.35992 0.51562 3.51204
C -3.84320 5.01230 2.18087
C -3.19874 -0.69997 4.47699
C 5.07784 4.31207 -1.37131
C -1.92354 3.54762 1.95690
C -2.46427 -1.29319 -1.54955
C -0.72082 -5.01931 0.84029
C 5.32838 2.87700 0.54279
C 0.43132 3.05331 -4.48013
C 4.51168 3.26672 -2.08283
C -3.20973 3.93451 1.57962
C -0.84883 3.20174 -3.96985
C -0.98331 -2.73588 1.64430
C -2.73489 -3.08255 -3.05754
C 2.55085 2.14298 3.02750
C -1.01600 2.73339 -2.67352
C 4.75282 1.82916 -0.15843
C 1.10535 1.89651 -2.64133
C -1.26893 4.29233 2.93280
C -3.82407 -1.20391 -1.37286
C -1.89926 5.37728 3.53558
C -3.45450 0.34031 2.32036
C 2.09385 -2.39151 -3.99423
C -3.98233 -0.41212 3.36457
C -2.93936 -4.18375 1.69264
C -1.41755 -4.12588 1.87576
C 0.02222 1.04517 3.43843
C 1.58225 2.26452 2.03946
C 0.41929 -4.86876 -3.69244
C 0.32174 1.72820 2.25665
C -3.18885 5.73686 3.16969
C -1.88880 -0.24085 4.55092
C -2.15434 0.80846 2.39768
C 4.35136 2.02873 -1.47010
C -0.43757 -2.62042 -5.53732
H -1.35510 -5.54449 3.49081
H -3.72786 3.37937 0.80359
H -1.45265 -3.00663 -5.65576
H -0.47672 -1.53631 -5.68953
H -3.22257 -3.83187 0.69909
H -1.48169 -3.85586 4.03158
H 0.06390 -4.47786 3.42465
H 0.68676 3.46292 -5.45543
H 2.72341 -2.69260 -3.15045
H -1.64334 3.68251 -4.52277
H 0.35957 -4.85838 0.83606
H -1.37700 5.93871 4.30167
H 1.02782 -5.29479 -4.49857
H 3.54607 2.53404 2.85578
H 2.15507 -1.30103 -4.08340
H 4.60202 0.85847 0.30613
H -4.74142 -3.71939 -3.42149
H 0.79322 0.38575 5.33559
H 5.83179 6.09333 0.33606
H -4.19886 -0.43780 -0.70327
H -5.75867 -2.00610 -1.91237
H 0.18664 -3.05006 -6.32887
H -1.08505 -4.79812 -0.16546
H -3.44480 -3.56485 2.43523
H 5.65687 2.72421 1.56645
H -2.32628 -3.84304 -3.71072
H -1.28252 -0.48031 5.41716
H -4.84655 5.28774 1.87746
H 1.82307 2.74297 1.09575
H -4.99757 -0.78577 3.30331
H 2.52979 -2.82142 -4.90339
H 5.99671 5.10018 1.66061
H -0.56791 -5.34029 -3.72131
H -0.93446 -6.06502 1.07594
H 3.02060 1.36957 4.97127
H -3.67998 6.57608 3.64758
H 4.17519 3.39627 -3.10528
H -3.26872 -5.21978 1.80677
H -1.95390 2.87686 -2.13908
H -3.60681 -1.29472 5.28582
H 0.89308 -5.13082 -2.74013
H -0.26281 4.02725 3.23549
H 5.20196 5.28452 -1.83796
H -4.05949 0.54758 1.44509